(1)
{"formula": "C26H30Cl4N6O2Re", "method": "ωB97M-V with the def2-TZVPD basis set", "symbols": ["Re", "Cl", "Cl", "Cl", "Cl", "O", "O", "N", "N", "N", "N", "N", "N", "C", "C", "C", "C", "C", "C", "C", "C", "C", "C", "C", "C", "C", "C", "C", "C", "C", "C", "C", "C", "C", "C", "C", "C", "C", "C", "H", "H", "H", "H", "H", "H", "H", "H", "H", "H", "H", "H", "H", "H", "H", "H", "H", "H", "H", "H", "H", "H", "H", "H", "H", "H", "H", "H", "H", "H"], "xyz": [[0.445911, -0.593749, -0.482701], [1.476053, -5.467301, -0.735572], [2.625087, -1.065100, -5.019956], [2.768478, -6.239965, -3.479001], [3.429613, -4.034533, -5.566833], [1.234196, -0.768653, -2.324407], [0.959985, -2.468680, -0.556727], [0.665151, 2.966170, -1.812399], [-0.413659, 1.144627, -0.793816], [-1.187719, -1.941717, 2.835115], [-0.519908, 1.463795, -3.135393], [0.019294, -0.435876, 1.484905], [1.039452, -2.360535, 2.387390], [-0.152429, 0.854016, 3.516011], [0.952217, -3.801635, 2.602916], [-2.137599, 2.799838, -0.455979], [-0.078130, 1.870005, -1.959278], [2.380218, -4.613124, -3.145275], [1.474066, -2.951736, -1.671421], [2.300116, -2.293774, -3.871575], [2.396335, -1.847604, 2.196200], [0.583367, 4.127433, -2.695101], [-1.257615, 1.880213, 0.084703], [-0.409344, 0.735953, 2.162011], [1.797850, -4.281407, -1.926710], [-2.658467, 3.680586, 1.703570], [-1.243976, -2.637239, 4.118017], [-2.861366, 3.680648, 0.351673], [-1.141442, 1.760681, 1.499380], [-2.468211, -1.460262, 2.323058], [-1.787961, 2.743447, 2.303115], [1.465740, 3.195264, -0.611134], [-0.036076, -1.598591, 2.253830], [-0.698732, 1.889810, 4.278741], [-1.548148, 2.788008, 3.694052], [-1.643293, 0.535863, -3.269601], [0.151777, 1.757291, -4.398293], [1.680602, -1.958920, -2.664026], [2.659430, -3.614150, -4.106321], [-2.260585, 0.863978, -4.105365], [1.525090, 4.290976, -3.219383], [-2.248808, 0.518836, -2.368399], [-2.385150, -1.224976, 1.265081], [-0.477289, 1.952435, 5.335313], [-3.171263, 4.392238, 2.337606], [2.807970, -2.187400, 1.245853], [1.125165, 2.203526, -4.227912], [-2.034024, -2.179365, 4.712002], [1.224028, -4.075638, 3.622500], [0.381114, 5.005662, -2.079861], [-0.223025, 4.026332, -3.413803], [1.644084, -4.285495, 1.913979], [-0.049638, -4.155784, 2.380037], [-2.810706, -0.572570, 2.860204], [3.025223, -2.230653, 2.999530], [-1.286500, -0.470099, -3.488602], [-3.548089, 4.381482, -0.102634], [-2.264572, 2.847896, -1.531980], [-2.026859, 3.558891, 4.283554], [0.904246, 3.753323, 0.142050], [-1.468902, -3.698573, 4.012660], [2.402314, -0.762018, 2.224938], [1.795630, 2.254714, -0.178895], [0.306312, 0.816686, -4.924201], [-0.461899, 2.406606, -5.022889], [-0.303540, -2.521889, 4.653715], [0.484372, 0.124161, 4.004291], [-3.205518, -2.251049, 2.450485], [2.339986, 3.778659, -0.893019]], "atomic_forces_ev_per_a": [[0.160, -0.150, -0.212], [-0.045, -0.049, 0.128], [-0.069, 0.132, -0.015], [0.031, -0.031, 0.004], [0.017, -0.030, -0.066], [-0.966, 1.153, 1.628], [-0.664, 0.829, 1.039], [-0.024, -0.300, 0.111], [0.404, -0.502, -0.343], [0.062, 0.195, -0.289], [-0.075, -0.159, 0.229], [0.470, -0.316, -1.504], [-0.019, 0.357, -0.134], [0.055, -0.175, -0.337], [0.018, -0.241, 0.038], [0.243, -0.308, -0.010], [0.165, 0.407, -0.267], [0.049, 0.172, -0.099], [0.591, 0.200, -1.654], [-0.061, 0.176, 0.213], [0.124, 0.033, 0.004], [-0.028, 0.194, -0.117], [-0.489, 0.300, 0.149], [0.094, 0.456, 0.489], [0.008, 0.134, 0.068], [-0.053, 0.042, -0.107], [0.009, -0.110, 0.195], [-0.106, 0.153, 0.161], [0.069, -0.120, -0.111], [-0.105, 0.086, -0.019], [0.075, -0.123, -0.139], [0.011, 0.023, 0.185], [-0.089, -0.618, 0.379], [-0.152, 0.171, 0.119], [0.092, -0.096, 0.077], [-0.103, -0.122, 0.011], [0.134, 0.044, -0.195], [0.290, -1.634, 0.140], [-0.145, -0.157, 0.231], [0.010, 0.061, 0.034], [-0.026, -0.042, -0.023], [0.019, 0.014, 0.009], [-0.018, -0.025, -0.004], [0.012, -0.011, -0.009], [0.021, 0.013, -0.005], [-0.042, -0.042, 0.002], [-0.006, 0.005, 0.030], [0.017, 0.042, -0.018], [-0.009, 0.037, -0.004], [-0.001, -0.047, 0.037], [-0.005, -0.043, 0.037], [0.001, 0.074, 0.000], [0.031, 0.020, -0.034], [0.066, -0.023, 0.045], [-0.039, 0.022, 0.023], [0.081, -0.021, 0.015], [-0.001, -0.007, 0.007], [0.028, 0.065, 0.015], [-0.012, -0.001, -0.010], [-0.055, 0.010, -0.060], [-0.022, 0.035, -0.035], [0.002, 0.006, 0.025], [0.023, -0.011, -0.041], [-0.039, -0.072, 0.048], [0.037, 0.030, 0.024], [-0.005, -0.003, -0.054], [-0.067, -0.061, 0.005], [0.021, -0.009, -0.017], [-0.001, -0.031, -0.026]], "mulliken_spin": [1.263, 0.002, 0.000, -0.005, -0.003, -0.041, 0.001, 0.001, 0.023, 0.001, -0.006, -0.016, -0.002, -0.020, 0.001, -0.023, -0.041, -0.020, -0.017, -0.003, 0.002, 0.000, -0.017, -0.027, 0.005, -0.030, 0.000, 0.013, 0.051, -0.005, 0.013, -0.004, -0.054, 0.012, -0.028, -0.001, 0.002, -0.027, -0.009, 0.000, 0.000, -0.001, 0.004, 0.000, 0.000, 0.002, 0.001, 0.000, 0.000, 0.000, 0.000, 0.000, 0.001, 0.000, 0.000, 0.003, 0.000, -0.001, 0.000, 0.000, 0.000, 0.000, 0.004, 0.000, 0.000, 0.000, -0.001, 0.000, 0.000], "charge": 2, "spin_multiplicity": 2, "lumo_energy_ev": [-7.7, -7.2], "orbital_gap_ev": [5.474, 6.110], "homo_ev": [-13.210, -13.310]}

---

(2)
{"formula": "C26H30Cl9N4O2V", "method": "ωB97M-V with the def2-TZVPD basis set", "symbols": ["V", "Cl", "Cl", "Cl", "Cl", "Cl", "Cl", "Cl", "Cl", "Cl", "O", "O", "N", "N", "N", "N", "C", "C", "C", "C", "C", "C", "C", "C", "C", "C", "C", "C", "C", "C", "C", "C", "C", "C", "C", "C", "C", "C", "C", "C", "C", "C", "H", "H", "H", "H", "H", "H", "H", "H", "H", "H", "H", "H", "H", "H", "H", "H", "H", "H", "H", "H", "H", "H", "H", "H", "H", "H", "H", "H", "H", "H"], "xyz": [[0.715527, 2.874421, -1.890354], [-0.843643, -3.877519, -2.017374], [1.359017, -2.345999, -3.300474], [-3.259133, -1.383599, 3.489056], [-0.851793, -2.553129, 3.981186], [-2.416233, -3.528159, 1.728166], [2.907547, -3.633959, 0.146176], [4.623027, -2.577829, -2.026684], [4.445807, -1.181559, 0.501186], [0.900637, -5.172169, -3.871734], [-0.343083, 3.628381, -0.875254], [0.933617, 1.246801, -0.353744], [2.133897, 1.952921, -3.313534], [-5.207033, 3.232201, 0.728036], [-0.884043, 1.610451, -2.891124], [0.945567, 0.082161, 8.182906], [3.153357, 1.699461, -5.516594], [-0.670363, 0.271911, -3.130264], [0.278177, 0.559931, 1.951396], [-2.878753, 2.511911, 0.679986], [0.417507, -1.153279, 0.110126], [-5.520373, 2.122881, -0.012794], [0.814217, -3.940139, -2.632834], [1.770077, -0.880129, 7.746176], [-2.436373, -2.907319, 3.396016], [1.199307, -0.454579, 5.450406], [3.014107, 1.004951, -2.866834], [1.957167, -1.194789, 6.397776], [-3.908123, 3.406371, 1.053036], [-2.952293, -0.103559, -3.863554], [-3.190353, 1.236941, -3.599074], [0.878037, 0.230011, 0.630406], [4.398427, -2.753749, -0.253984], [-2.140073, 2.059921, -3.150724], [4.033687, 0.462031, -3.591734], [4.109927, 0.844821, -4.918424], [-1.651023, -0.598339, -3.665434], [-4.600743, 1.151771, -0.323764], [0.297767, 0.845191, 7.251556], [2.206767, 2.267841, -4.696074], [-3.244003, 1.356521, 0.003186], [0.404197, 0.598371, 5.902146], [1.139937, -1.449429, -0.650464], [0.456147, -1.868959, 0.931346], [-0.351133, 1.577591, 7.708636], [2.573387, -2.004519, 6.035806], [1.444897, 2.936541, -5.068614], [0.892897, 1.288011, 2.480676], [-0.037773, 1.262151, 5.173816], [-1.870113, 2.657461, 1.037546], [1.516897, -4.331289, -1.897084], [0.315457, -0.089259, -2.877034], [-0.592803, -1.225989, -0.292484], [0.169787, -0.221019, 2.704036], [-3.669733, 4.313941, 1.587726], [1.926367, 0.024521, 0.846936], [-5.043843, 0.243071, -0.703664], [-2.308083, 3.118621, -3.019054], [1.435207, -0.586039, 4.404716], [4.778617, -0.244649, -3.256944], [-6.583923, 1.958441, -0.103504], [-1.459993, -1.647389, -3.836864], [4.819527, 0.491771, -5.652054], [5.302317, -3.260179, 0.084566], [-3.744193, -0.759729, -4.193314], [-0.715383, 0.989801, 1.824306], [2.900177, 0.715931, -1.832484], [-2.528203, 0.597761, -0.276644], [-2.963153, -3.569639, 4.082986], [-4.165423, 1.671821, -3.761894], [2.167617, -1.522609, 8.517906], [3.294577, 1.914871, -6.565434]], "atomic_forces_ev_per_a": [[-4.768, -3.468, 6.166], [0.431, 0.289, 0.170], [-0.170, -0.892, 0.376], [-1.163, 0.857, -0.306], [1.272, -0.667, 0.346], [-0.044, -0.112, 0.398], [0.727, 0.148, -0.018], [-0.216, -0.317, 0.410], [-0.189, 0.381, 0.181], [0.016, -0.161, -0.614], [3.123, -0.835, -3.675], [0.274, 2.129, -2.335], [1.152, -0.325, -2.470], [1.025, -0.529, -0.714], [-0.615, -0.676, -0.470], [-0.105, 0.387, -1.120], [0.691, -0.243, 1.277], [-0.660, 0.356, -0.290], [-0.846, 1.507, 0.909], [-0.994, -0.165, 0.286], [0.094, 0.577, -0.143], [0.408, 1.208, 2.206], [0.065, -0.326, -0.431], [-0.918, -0.160, -0.243], [-0.384, 0.176, -0.049], [1.631, 0.087, 1.474], [-0.943, 1.097, 1.122], [-1.474, 0.925, -0.838], [-0.632, -0.660, -1.002], [0.976, 0.246, 0.340], [0.828, 0.381, 0.084], [0.800, -1.494, -0.628], [0.476, -0.070, -0.437], [0.149, -0.503, -0.193], [0.661, 0.050, -1.976], [-0.916, 0.524, -1.276], [-0.059, 1.326, 0.811], [0.213, 0.257, 0.143], [0.758, -1.482, 1.554], [-0.064, -0.698, 2.002], [-0.810, -0.028, -0.229], [0.347, -0.024, -0.736], [-0.211, -0.200, -0.127], [0.148, -0.020, 0.039], [-0.023, 0.320, -0.360], [0.194, -0.032, 0.309], [-0.002, 0.162, 0.042], [-0.016, 0.437, -0.189], [-0.363, -0.009, 0.023], [0.063, 0.167, -0.231], [-0.308, 0.876, 0.246], [-0.098, 0.023, 0.009], [-0.116, 0.356, -0.101], [0.067, -0.587, -0.664], [-0.033, 0.028, 0.226], [0.407, 0.063, 0.057], [0.599, -0.278, -0.382], [-0.044, 0.038, 0.218], [-0.385, -0.126, -0.139], [-0.346, 0.093, 0.624], [-0.088, 0.023, -0.466], [0.358, 0.092, 0.048], [0.519, -0.395, 0.515], [-0.552, -0.355, 0.071], [-0.030, 0.005, -0.097], [-0.139, 0.057, 0.075], [-0.253, 0.109, 0.273], [0.264, -0.060, 0.158], [0.303, -0.286, -0.441], [0.010, 0.078, 0.084], [0.430, 0.126, 0.116], [-0.500, 0.220, 0.003]], "mulliken_spin": [1.436, 0.000, 0.000, 0.000, 0.000, 0.000, 0.000, 0.000, 0.000, 0.000, -0.413, 0.000, -0.002, 0.000, -0.060, 0.000, -0.001, 0.012, 0.000, 0.000, 0.006, 0.000, 0.000, 0.000, 0.000, 0.000, 0.000, 0.000, 0.000, 0.003, 0.000, -0.001, 0.000, 0.010, -0.002, 0.001, 0.000, 0.001, 0.000, 0.007, 0.000, 0.000, -0.001, -0.001, 0.000, 0.000, 0.000, 0.000, 0.000, 0.000, 0.000, 0.015, -0.001, 0.000, 0.000, -0.004, 0.000, -0.004, 0.000, 0.000, 0.000, 0.001, 0.000, 0.000, 0.000, -0.001, 0.000, 0.000, 0.000, 0.000, 0.000, 0.000], "charge": 1, "spin_multiplicity": 2, "lumo_energy_ev": [-4.9, -4.5], "orbital_gap_ev": [6.106, 6.563], "e_above_lowest_ev": 3.480, "homo_ev": [-11.043, -11.043]}

---

(3)
{"formula": "C26H30N4O2S", "method": "ωB97M-V with the def2-TZVPD basis set", "symbols": ["S", "O", "O", "N", "N", "N", "N", "C", "C", "C", "C", "C", "C", "C", "C", "C", "C", "C", "C", "C", "C", "C", "C", "C", "C", "C", "C", "C", "C", "C", "C", "C", "C", "H", "H", "H", "H", "H", "H", "H", "H", "H", "H", "H", "H", "H", "H", "H", "H", "H", "H", "H", "H", "H", "H", "H", "H", "H", "H", "H", "H", "H", "H"], "xyz": [[0.237930, 0.864201, 4.185953], [1.259387, -3.404198, 1.949113], [4.010250, 1.171862, -2.840855], [-1.542909, -3.238498, 5.199946], [0.870670, -1.410388, 2.953581], [1.998802, 0.866942, -3.820960], [1.155552, 0.584484, 1.779867], [2.457156, -1.440221, -1.600999], [1.593774, -0.057178, 0.651471], [-1.015906, 4.331326, -6.215072], [2.343325, 1.692805, -4.958519], [-0.953598, -4.561561, 5.351064], [2.087812, -2.137091, -0.471814], [1.649774, -1.455975, 0.663626], [0.470763, -2.117061, 4.154661], [-0.872837, 3.829186, -4.922314], [2.878217, 0.727951, -2.808531], [-2.621866, 5.326968, -4.198589], [0.117357, 2.784510, -4.622900], [2.391048, -0.044657, -1.613646], [-1.034377, -2.470742, 4.092380], [-0.240633, 1.762525, -3.572448], [-1.944416, 5.316221, -6.493140], [-0.992781, -5.393989, 4.075405], [0.778176, -0.048628, 2.925000], [1.257066, -2.194430, 1.865754], [1.968215, 0.645762, -0.492098], [-1.697306, 4.337653, -3.919803], [1.298504, 2.726924, -5.237060], [0.604651, 0.502114, -3.764789], [-2.749559, 5.820611, -5.485515], [-1.566639, -2.534168, 6.473754], [-2.357246, -1.232177, 6.425687], [-0.549470, -2.334313, 6.853773], [0.679726, -1.479836, 5.014415], [-1.605932, -1.543188, 4.029041], [-1.603893, 3.971861, -2.908249], [0.337775, 0.024326, -4.713708], [-1.543423, -5.072424, 6.119153], [3.305506, 2.166821, -4.740028], [-3.474275, 6.590887, -5.702787], [-1.301560, 1.514434, -3.637198], [-0.280163, -5.036964, 3.336536], [-3.307557, -1.393615, 5.923481], [1.102527, 1.594915, 1.798160], [1.938233, 1.725472, -0.494154], [-2.051316, -3.208393, 7.186741], [-2.043941, 5.689596, -7.501844], [2.478566, 1.059432, -5.847718], [-1.811079, -0.445637, 5.912095], [-0.407143, 3.930418, -7.011678], [-0.049428, 2.171672, -2.575757], [-1.213506, -3.036099, 3.175779], [1.573400, 3.457881, -5.982279], [2.128568, -3.214666, -0.433927], [-2.552732, -0.893639, 7.440120], [1.066431, -3.029476, 4.205896], [-1.991998, -5.372662, 3.647960], [0.085371, -4.506905, 5.722237], [2.804082, -1.963228, -2.478591], [-0.740580, -6.424250, 4.315111], [0.435476, -0.207964, -2.954197], [-3.246017, 5.714460, -3.406594]], "atomic_forces_ev_per_a": [[-0.128, 0.357, 0.342], [0.023, 0.033, -0.095], [0.189, 0.042, 0.164], [-0.065, -0.133, 0.156], [0.087, 0.155, -0.204], [-0.053, 0.045, -0.286], [0.031, -0.025, 0.043], [-0.017, 0.027, -0.031], [0.120, -0.664, -0.336], [0.008, -0.040, 0.067], [0.342, 0.064, -0.141], [-0.080, -0.113, -0.067], [-0.053, 0.127, 0.084], [0.081, 0.332, -0.246], [-0.402, -0.514, 0.570], [-0.154, 0.251, -0.128], [0.030, -0.112, 0.052], [-0.088, 0.072, 0.037], [0.265, -0.137, 0.047], [0.131, -0.019, 0.399], [0.211, 0.132, -0.162], [0.162, -0.246, -0.119], [-0.009, 0.080, -0.060], [0.075, 0.141, 0.243], [-0.055, 0.564, 0.026], [0.068, -0.174, -0.122], [0.010, -0.064, -0.099], [0.091, -0.076, -0.056], [-0.107, -0.107, 0.101], [-0.464, 0.069, 0.259], [-0.044, 0.050, -0.001], [-0.161, 0.085, 0.005], [0.193, -0.181, 0.050], [-0.035, -0.045, 0.049], [0.055, -0.109, -0.149], [0.059, -0.007, -0.097], [0.003, -0.064, 0.101], [-0.015, -0.034, 0.093], [0.129, 0.033, 0.015], [-0.147, -0.105, -0.094], [-0.064, 0.055, -0.018], [-0.019, 0.020, 0.039], [0.049, 0.012, -0.118], [-0.132, 0.004, -0.049], [-0.056, -0.216, 0.123], [0.013, 0.145, -0.006], [0.121, 0.023, 0.005], [-0.011, 0.021, -0.081], [0.068, 0.059, 0.070], [0.012, 0.094, -0.068], [0.049, -0.060, -0.071], [-0.098, -0.045, 0.070], [0.019, 0.091, -0.035], [-0.042, 0.150, -0.106], [0.006, -0.092, 0.005], [-0.031, 0.075, 0.090], [-0.025, 0.133, 0.000], [-0.117, -0.019, -0.080], [-0.047, -0.039, 0.038], [0.038, -0.069, -0.089], [0.029, -0.101, -0.024], [-0.003, 0.039, -0.164], [-0.043, 0.033, 0.060]], "nbo_charge": [-0.206, -0.586, -0.605, -0.444, -0.442, -0.424, -0.579, -0.240, 0.281, -0.223, -0.261, -0.208, -0.112, -0.228, -0.264, 0.029, 0.665, -0.191, -0.036, -0.052, -0.230, -0.434, -0.202, -0.629, 0.289, 0.681, -0.262, -0.236, -0.185, -0.211, -0.217, -0.208, -0.627, 0.157, 0.237, 0.214, 0.209, 0.201, 0.194, 0.257, 0.214, 0.224, 0.221, 0.210, 0.433, 0.223, 0.194, 0.214, 0.203, 0.217, 0.212, 0.211, 0.207, 0.213, 0.244, 0.213, 0.232, 0.209, 0.156, 0.228, 0.214, 0.226, 0.213], "charge": 0, "lumo_energy_ev": -0.1, "orbital_gap_ev": 8.169, "e_above_lowest_ev": 0.000, "homo_ev": -8.224, "smiles": "CCN(CC)CCn1c(=S)[nH]c2cc(C(=O)N3CC=C(c4ccccc4)CC3)ccc2c1=O"}